1.
DFT (ωB97M-V/def2-TZVPD) results for 10 unconnected molecules or ions with the total composition C39H87FO15.

strongest force on any atom = 0.019 Eh/bohr
total charge = 0
E_LUMO = 0.44 eV
Kohn-Sham gap = 0.36630 hartree
SMILES = O=C1OC[C@@H](F)O1.CCOC(C)=O.CCOC(C)=O.CCOC(C)=O.CCOCC.CCOCC.CCOCC.CCOCC.CCOCC.CCOCC
spin multiplicity = 1
relative energy (zero: lowest compared OMol25 entry of this formula, charge and spin) = 0.000 eV
HOMO energy = -9.5 eV

Each line ends with the Mulliken charge.
Cartesian coordinates (Å):
C (3.2357, 0.7915, -9.4762)  -0.0841
C (2.8801, -0.6727, -9.3067)  0.2831
O (2.3179, -0.9917, -10.5502)  -0.3224
C (1.7939, 0.1582, -11.0936)  0.6448
O (1.0961, 0.2152, -12.0421)  -0.5214
O (2.1784, 1.2263, -10.3561)  -0.3490
F (1.9319, -0.8533, -8.3410)  -0.3078
H (4.1723, 0.9248, -10.0180)  -0.0341
H (3.1927, 1.3632, -8.5554)  0.3329
H (3.7300, -1.3146, -9.0851)  0.3227
C (4.9455, -0.0793, -13.6073)  -0.2481
C (6.2702, 0.6388, -13.3679)  -0.5684
O (5.9971, 1.5653, -12.3368)  -0.1713
C (7.1028, 2.2703, -11.8222)  -0.3491
C (6.6523, 2.8299, -10.4902)  -1.1323
H (4.2549, 0.6585, -14.0202)  0.5129
H (5.0477, -0.8987, -14.3157)  -0.2827
H (4.5909, -0.4456, -12.6460)  0.1522
H (7.0001, -0.0860, -12.9771)  0.3105
H (6.6711, 1.0975, -14.2756)  0.3371
H (7.9521, 1.5890, -11.6718)  0.3202
H (7.4341, 3.0599, -12.5063)  0.2975
H (6.3531, 2.0051, -9.8442)  0.2150
H (5.7943, 3.4886, -10.6287)  0.2973
H (7.4491, 3.4017, -10.0114)  0.4117
C (-0.2720, -3.9993, -17.1428)  -0.0830
C (-1.4265, -4.6708, -17.8470)  -0.8300
O (-1.2810, -4.6688, -19.2545)  -0.1886
C (-1.8050, -3.4988, -19.8752)  -0.2343
C (-1.4358, -3.5472, -21.3447)  -1.2257
H (0.6616, -4.5116, -17.3812)  -0.2185
H (-0.1454, -2.9688, -17.4903)  -0.0089
H (-0.4295, -3.9692, -16.0647)  0.4483
H (-1.5007, -5.7110, -17.5188)  0.3697
H (-2.3810, -4.1982, -17.5766)  0.4230
H (-2.8962, -3.5095, -19.7680)  0.3226
H (-1.3740, -2.6090, -19.4023)  0.3122
H (-0.3502, -3.5800, -21.4438)  0.1334
H (-1.8022, -2.6410, -21.8292)  0.4568
H (-1.8912, -4.4080, -21.8299)  0.4019
C (6.6916, -3.2788, -12.5655)  -0.6803
C (5.4591, -4.1280, -12.7471)  -0.3874
O (5.2312, -4.2952, -14.1309)  -0.1218
C (4.0475, -4.9956, -14.4338)  -0.7698
C (3.9768, -5.1641, -15.9340)  -0.3799
H (7.5668, -3.8121, -12.9324)  0.3566
H (6.5865, -2.3526, -13.1319)  -0.2805
H (6.8229, -3.0154, -11.5166)  0.3816
H (5.6378, -5.1146, -12.2892)  0.3155
H (4.5773, -3.6921, -12.2592)  0.3079
H (4.0375, -5.9748, -13.9286)  0.4032
H (3.1424, -4.4758, -14.0776)  0.3036
H (3.8757, -4.2000, -16.4279)  -0.2433
H (3.1255, -5.8060, -16.1659)  0.4250
H (4.8886, -5.6206, -16.3248)  0.3653
C (3.8309, 1.9268, -17.0329)  -0.8554
C (4.4396, 1.6457, -18.3810)  0.4910
O (5.6406, 2.3978, -18.4191)  -0.4823
C (6.5836, 2.1171, -19.4300)  -0.1258
C (6.0320, 1.9872, -20.8428)  -0.8056
H (3.6283, 2.9847, -16.8898)  0.4771
H (2.9282, 1.3259, -16.9039)  0.0073
H (4.5264, 1.5992, -16.2570)  -0.0128
H (4.6552, 0.5740, -18.5173)  -0.0053
H (3.7894, 1.9584, -19.2086)  0.1149
H (7.2868, 2.9482, -19.3762)  0.3562
H (7.1304, 1.1975, -19.1708)  0.0099
H (6.8587, 1.7713, -21.5232)  0.3490
H (5.5062, 2.8734, -21.1953)  0.2800
H (5.3699, 1.1193, -20.9075)  0.1503
C (4.5993, -7.5833, -19.2705)  -1.6589
C (3.4389, -6.6384, -19.4804)  1.0030
O (2.3696, -7.3798, -20.0347)  -0.4548
C (1.1182, -6.7269, -19.9668)  0.6371
C (0.1554, -7.4051, -20.9255)  -1.4550
H (4.8536, -8.0573, -20.2201)  0.3972
H (5.4821, -7.0603, -18.9014)  0.3597
H (4.3223, -8.3797, -18.5801)  0.4102
H (3.1694, -6.1227, -18.5489)  -0.2172
H (3.6985, -5.8494, -20.2024)  -0.0076
H (0.7143, -6.7732, -18.9415)  0.1090
H (1.1938, -5.6477, -20.1701)  -0.1861
H (-0.7784, -6.8435, -20.9453)  0.3749
H (-0.0709, -8.4090, -20.5659)  0.3522
H (0.5988, -7.4614, -21.9177)  0.3595
C (1.3911, -0.7785, -15.3946)  -1.5588
C (2.3937, -1.6445, -16.1335)  0.9083
O (2.0994, -1.5616, -17.5156)  -0.2802
C (2.7707, -2.5162, -18.3243)  2.1497
C (2.3315, -2.2059, -19.7435)  -0.9920
H (0.3867, -1.1995, -15.4376)  0.3642
H (1.6486, -0.6054, -14.3514)  0.2276
H (1.3496, 0.2097, -15.8608)  0.3536
H (3.4208, -1.3197, -15.9276)  -0.2684
H (2.2678, -2.6836, -15.7887)  0.0327
H (3.8557, -2.3883, -18.1878)  -0.9386
H (2.4875, -3.5261, -18.0101)  -0.6041
H (2.5579, -3.0128, -20.4385)  0.1695
H (2.7659, -1.2492, -20.0316)  0.4385
H (1.2473, -2.0832, -19.7276)  0.0063
O (8.4655, -0.7919, -17.3327)  -0.6344
C (7.7934, -1.7641, -17.5463)  0.1855
O (8.1572, -2.7519, -18.3813)  -0.1938
C (9.4256, -2.5993, -19.0348)  -0.2390
C (9.5239, -3.6170, -20.1405)  -1.0308
C (6.4986, -2.0501, -16.8638)  0.8364
H (10.2295, -2.7217, -18.3058)  0.3273
H (9.5259, -1.5922, -19.4420)  0.3087
H (8.7260, -3.4853, -20.8737)  0.0819
H (9.4170, -4.6428, -19.7793)  0.3018
H (10.4977, -3.5368, -20.6217)  0.4139
H (5.9231, -1.1268, -16.8059)  -0.1631
H (6.6912, -2.4210, -15.8564)  -0.0742
H (5.9030, -2.8055, -17.3750)  -0.1859
O (7.0090, -4.0807, -23.1388)  -0.5883
C (6.2561, -3.3646, -22.5354)  0.1514
O (6.0622, -2.0728, -22.8376)  -0.0661
C (6.6622, -1.6217, -24.0653)  -0.3361
C (6.3732, -0.1393, -24.2021)  -0.9572
C (5.4049, -3.7800, -21.3687)  -0.4653
H (6.2704, -2.2076, -24.8933)  0.3389
H (7.7424, -1.7611, -24.0030)  0.3097
H (5.3303, 0.0873, -23.9675)  0.2521
H (6.5657, 0.1900, -25.2234)  0.4153
H (6.9773, 0.4660, -23.5283)  0.1292
H (5.3808, -2.9666, -20.6407)  0.0620
H (5.8115, -4.6707, -20.9031)  0.2873
H (4.3839, -3.9290, -21.7186)  0.4147
O (-0.8814, 1.5359, -22.6456)  -0.6167
C (0.0433, 1.0111, -22.0769)  0.3621
O (0.9872, 1.6782, -21.4043)  -0.1500
C (0.9710, 3.1108, -21.4999)  -0.3766
C (0.4657, 3.7324, -20.2026)  -0.9197
C (0.2489, -0.4782, -21.9930)  -0.1165
H (0.3941, 3.4426, -22.3573)  0.4534
H (2.0190, 3.3896, -21.6255)  0.2471
H (0.4221, 4.8115, -20.3347)  0.3771
H (1.1504, 3.4921, -19.3879)  0.1255
H (-0.5031, 3.3158, -19.9277)  0.3102
H (0.0029, -0.9411, -22.9394)  0.4243
H (-0.3784, -0.8322, -21.1739)  -0.1144
H (1.2708, -0.6609, -21.6726)  -0.0093

---

2.
DFT (ωB97M-V/def2-TZVPD) results for a single C3H6N2S molecule.

strongest force on any atom = 0.162 Eh/bohr
total charge = 0
E_LUMO = 0.61 eV
Kohn-Sham gap = 0.32613 hartree
SMILES = C1=NCCSN1
spin multiplicity = 1
relative energy (zero: lowest compared OMol25 entry of this formula, charge and spin) = 2.871 eV
HOMO energy = -8.3 eV

Each line ends with the Mulliken charge.
Cartesian coordinates (Å):
C (0.8176, 0.9950, 0.2392)  -0.4852
C (-0.5573, 1.0729, -0.3173)  -0.4815
C (-0.8188, -1.2950, -0.2220)  0.0695
H (1.2113, 1.9706, 0.1575)  0.3889
H (0.8314, 0.7578, 1.3438)  0.2810
H (-1.1824, 1.8235, 0.3441)  0.2281
H (-0.6544, 1.3188, -1.3513)  0.3275
H (-1.3964, -2.2328, -0.0026)  0.2782
H (0.8235, -2.5203, 0.3954)  0.3044
N (-1.3339, -0.2002, -0.3014)  -0.4862
N (0.5004, -1.3552, 0.1315)  -0.3772
S (1.7591, -0.3351, -0.4170)  -0.0475

---

3.
DFT (ωB97M-V/def2-TZVPD) results for a single C5H7NO2 molecule.

strongest force on any atom = 0.098 Eh/bohr
total charge = 0
E_LUMO (spin up / spin down) = 0.21 / -0.38 eV
Kohn-Sham gap (spin up / spin down) = 0.33156 / 0.23969 hartree
spin multiplicity = 1
relative energy (zero: lowest compared OMol25 entry of this formula, charge and spin) = 4.224 eV
HOMO energy (spin up / spin down) = -8.8 / -6.9 eV

Each line ends with the Mulliken charge.
Cartesian coordinates (Å):
C (-0.9582, -1.8283, 0.0171)  0.3453
C (0.3562, 0.1873, -1.1589)  -0.4968
C (0.6823, 1.5646, 0.6307)  -0.4238
C (0.6025, 1.7661, -0.8458)  -0.4330
C (-0.1870, -0.6220, 0.0622)  0.1640
N (0.0561, 0.2822, 1.0085)  -0.2226
O (-1.1497, -2.5122, -0.9926)  -0.6357
O (-1.5358, -2.1884, 1.1967)  -0.4927
H (-0.2872, -0.1360, -1.9274)  0.3919
H (1.1897, -0.1612, -1.6977)  0.3525
H (1.8059, 1.6583, 0.8821)  0.1943
H (0.4184, 2.4243, 1.2623)  0.3787
H (1.5080, 2.1235, -1.3102)  0.2656
H (-0.2900, 0.3138, 2.0015)  0.2621
H (-2.2113, -2.8719, 0.8713)  0.3500

---

4.
DFT (ωB97M-V/def2-TZVPD) results for a molecular structure, C7H15CeCl2N.

strongest force on any atom = 0.091 Eh/bohr
total charge = 0
E_LUMO (spin up / spin down) = -0.31 / 0.18 eV
Kohn-Sham gap (spin up / spin down) = 0.21564 / 0.20308 hartree
spin multiplicity = 1
relative energy (zero: lowest compared OMol25 entry of this formula, charge and spin) = 0.000 eV
HOMO energy (spin up / spin down) = -6.2 / -5.3 eV

Each line ends with the Mulliken charge.
Cartesian coordinates (Å):
Ce (-1.0289, 1.6616, 4.0884)  0.6742
Cl (-1.2833, 2.9688, 1.9254)  -0.4764
Cl (1.3736, 1.1018, 4.6006)  -0.4425
C (1.1272, -0.7956, 0.2579)  -0.5541
H (1.4547, 0.2451, 0.4108)  0.1833
H (1.4735, -1.4315, 1.0898)  0.3978
C (-0.3180, -0.9661, -0.1044)  -0.7508
C (1.2310, -1.3333, -1.0177)  -0.2227
H (-0.8017, -1.8842, 0.2573)  0.5120
C (1.4154, -0.5113, -2.2242)  -0.6341
H (1.3644, -2.4212, -1.0922)  0.3650
C (0.8403, 0.9178, -2.1004)  -0.7940
H (2.4912, -0.4569, -2.4297)  0.3269
H (0.9607, -1.0021, -3.0954)  0.3416
C (-0.6666, 0.9052, -1.8598)  -0.7420
H (1.3489, 1.4577, -1.2956)  0.2832
H (1.0432, 1.4629, -3.0298)  0.3676
C (-1.1234, 0.1657, -0.5693)  0.3334
H (-1.0400, 1.9365, -1.8199)  0.3394
H (-1.1601, 0.4252, -2.7163)  0.3247
H (-1.1751, 0.9141, 0.2404)  -0.3666
H (-2.1581, -0.1793, -0.7256)  0.3093
N (-1.3271, -0.5535, 2.9528)  -0.6122
H (-2.2802, -0.7293, 2.6268)  0.3139
H (-0.7282, -0.5438, 2.1123)  0.2035
H (-1.0334, -1.3542, 3.5175)  0.3196

---

5.
DFT (ωB97M-V/def2-TZVPD) results for 2 unconnected molecules or ions with the total composition C2H2Cl2O2S.

strongest force on any atom = 0.066 Eh/bohr
total charge = 0
E_LUMO (spin up / spin down) = -1.93 / -3.28 eV
Kohn-Sham gap (spin up / spin down) = 0.31359 / 0.24386 hartree
spin multiplicity = 1
relative energy (zero: lowest compared OMol25 entry of this formula, charge and spin) = 4.327 eV
HOMO energy (spin up / spin down) = -10.5 / -9.9 eV

Each line ends with the Mulliken charge.
Cartesian coordinates (Å):
C (-0.5281, 0.4682, -1.0486)  -0.4680
C (-1.0899, -0.7178, -1.1079)  0.0461
O (1.9082, 1.6433, 1.3067)  -0.3911
O (1.9070, -0.7708, 0.9165)  -0.3916
S (1.1676, 0.4147, 1.2766)  0.7792
Cl (-2.1361, -0.9051, -2.5791)  -0.1828
Cl (0.0989, -0.0226, 3.1177)  -0.1779
H (-0.4457, 1.5142, -1.2707)  0.3859
H (-0.8818, -1.6240, -0.6114)  0.4001

---

6.
DFT (ωB97M-V/def2-TZVPD) results for a single C4H5N3O molecule.

strongest force on any atom = 0.139 Eh/bohr
total charge = 0
E_LUMO = 0.85 eV
Kohn-Sham gap = 0.37965 hartree
SMILES = O=CCc1nc[nH]n1
spin multiplicity = 1
relative energy (zero: lowest compared OMol25 entry of this formula, charge and spin) = 3.158 eV
HOMO energy = -9.5 eV

Each line ends with the Mulliken charge.
Cartesian coordinates (Å):
C (-0.7053, -1.3643, -1.5505)  0.0877
C (-0.5431, 0.1131, -1.3168)  -0.4258
C (-0.0402, 0.4318, -0.0468)  0.3928
C (0.1390, 0.4747, 2.1011)  0.0435
H (-0.8868, -1.7171, -2.7149)  0.2429
H (0.1577, 0.5308, -2.1211)  0.2854
H (-1.5106, 0.5522, -1.7503)  0.3050
H (0.0603, 0.3024, 3.1660)  0.3893
H (2.1866, 0.9035, 2.1433)  0.2838
N (-0.7426, 0.4061, 1.1955)  -0.5480
N (1.3402, 0.7620, 1.4055)  0.0374
N (1.2737, 0.7668, 0.0657)  -0.6124
O (-0.7291, -2.1621, -0.5767)  -0.4816

---

7.
DFT (ωB97M-V/def2-TZVPD) results for a gas-phase ion, C6H12NO (charge +1).

strongest force on any atom = 0.036 Eh/bohr
total charge = +1
E_LUMO = -4.25 eV
Kohn-Sham gap = 0.35513 hartree
spin multiplicity = 1
relative energy (zero: lowest compared OMol25 entry of this formula, charge and spin) = 1.122 eV
HOMO energy = -13.9 eV

Each line ends with the Mulliken charge.
Cartesian coordinates (Å):
C (0.9228, 1.6401, 0.1538)  -0.2227
C (-0.2693, 2.0669, -0.2445)  -0.4618
C (-1.0455, -0.1130, -0.0321)  1.2796
C (-1.6171, -0.7677, 1.1662)  -1.3168
C (-0.8665, -0.8997, -1.2739)  -1.3628
C (2.0145, -0.5397, -0.1002)  -0.9438
N (1.0014, 0.2747, 0.5483)  -0.1960
O (-1.3142, 1.1951, -0.1741)  -0.3157
H (1.7951, 2.2706, 0.1864)  0.4413
H (-0.5385, 3.0609, -0.5532)  0.4741
H (-2.6558, -1.0299, 0.9475)  0.3937
H (-1.6271, -0.0994, 2.0241)  0.3726
H (-1.1022, -1.6929, 1.4092)  0.3634
H (-1.8443, -0.9571, -1.7625)  0.4068
H (-0.5338, -1.9128, -1.0727)  0.3492
H (-0.1993, -0.4109, -1.9801)  0.3610
H (1.9480, -0.4339, -1.1811)  0.3589
H (3.0150, -0.2258, 0.2069)  0.3656
H (1.8792, -1.5842, 0.1711)  0.3304
H (1.0376, 0.1590, 1.5610)  0.3231